(1)
10
Properties=species:S:1:pos:R:3:mulliken_charge:R:1 method="wB97M-V/def2-TZVPD" gap_ev="5.92 / 5.92" de_lowest_kj_mol=0.00 multiplicity=1 homo_ha="-0.249 / -0.249" e_tot_ev=-17697.088
O 1.390 -0.703 -1.897 -0.9167
O -0.216 0.956 -0.334 -0.6798
C -1.997 2.330 1.503 0.1314
C 0.091 -0.195 0.152 0.2678
O -2.343 1.407 2.101 -0.1088
C 1.112 -0.993 -0.594 -0.1666
Na 0.822 1.367 -2.298 0.9420
H 0.572 -1.960 -1.072 0.1972
H 1.914 -1.232 0.152 0.2257
Ag -1.344 -0.976 2.288 0.1077

=====

(2)
17
Properties=species:S:1:pos:R:3:mulliken_charge:R:1 method="wB97M-V/def2-TZVPD" gap_ev="7.12 / 7.12" de_lowest_kj_mol=367.75 multiplicity=1 homo_ha="-0.302 / -0.302" e_tot_ev=-150517.919
C 0.127 0.497 -1.151 -0.2887
C 0.553 -0.078 2.227 -0.5809
C -0.091 0.633 0.176 0.4167
C 0.882 -0.105 0.931 0.3906
C -1.100 1.125 1.118 -0.7857
C -3.496 0.281 -0.111 -0.0270
C 1.388 -0.270 -1.332 -0.6204
C 1.713 -0.969 0.045 -0.6966
O -0.600 0.743 2.276 -0.1388
Br -4.229 1.934 -0.567 -0.0028
Br -2.960 -0.582 -1.646 -0.0092
H -0.484 0.695 -1.988 0.6925
H 0.744 -0.569 3.240 0.3397
H 1.512 -0.880 -2.192 0.4532
H 2.017 0.548 -1.407 0.2818
H 2.775 -1.083 0.301 0.3208
H 1.249 -1.920 0.082 0.2548